## w
Molecular formula: C6H13N
Method: DFT, ωB97M-V/def2-TZVPD

```
20
C6H13N (ωB97M-V/def2-TZVPD)
C -2.1958 0.6666 -0.7603
N -1.0555 -0.1421 -0.4173
C 0.1371 0.4449 0.1375
C 1.2565 -0.5651 0.3767
C 2.5314 0.1262 0.7436
C 3.3624 -0.3421 1.6566
C -3.2649 -0.1477 -1.4807
H -1.8169 1.4251 -1.4557
H -2.6070 1.2276 0.0838
H -1.3525 -0.9707 0.1123
H 0.4382 1.3045 -0.4572
H -0.2101 0.9151 1.0808
H 0.9526 -1.2660 1.1510
H 1.3058 -1.2291 -0.4967
H 2.8031 1.0281 0.2176
H 4.2661 0.1158 2.0079
H 3.1585 -1.2656 2.1959
H -4.1120 0.5039 -1.6838
H -2.8696 -0.5704 -2.3955
H -3.6300 -1.0018 -0.9069
```

Calculated values
* charge: +1
* 2S+1: 2
* frontier orbital gap (alpha / beta): 10.38 / 5.46 eV
* LUMO (alpha / beta): -3.04 / -7.96 eV

Results of the natural (NBO) charge analysis, in e, for atoms 1 through 5: atom 1 (C): -0.291, atom 2 (N): -0.080, atom 3 (C): -0.268, atom 4 (C): -0.453, atom 5 (C): -0.229

=====

## x
Molecular formula: C6H13N
Method: DFT, ωB97M-V/def2-TZVPD

```
20
C6H13N (ωB97M-V/def2-TZVPD)
C -0.2808 -0.8657 1.8762
C 0.8026 -1.1779 0.9094
C 0.8448 -0.0491 -0.2377
C -0.4505 0.1009 -1.0915
C -1.1045 1.2426 -1.0964
C -1.9551 1.9899 -2.1323
N 2.1250 -1.3443 1.5283
H -1.2049 -0.2896 1.5824
H -0.0856 -0.5985 3.0047
H -0.8582 -1.8031 2.1354
H 0.5086 -1.9716 0.2252
H 1.2658 0.8386 0.1184
H 1.5507 -0.5032 -1.0199
H -0.6135 -0.7481 -1.6953
H -1.0534 1.8793 -0.1385
H -1.8023 3.0606 -1.9927
H -3.1120 1.9531 -1.9915
H -1.7759 1.8262 -3.1905
H 2.2898 -0.5078 2.0564
H 2.8770 -1.1701 0.8420
```

Calculated values
* charge: +1
* 2S+1: 2
* frontier orbital gap (alpha / beta): 10.62 / 5.51 eV
* LUMO (alpha / beta): -3.74 / -8.34 eV

Results of the natural (NBO) charge analysis, in e, for atoms 1 through 5: atom 1 (C): -0.709, atom 2 (C): -0.014, atom 3 (C): -0.412, atom 4 (C): -0.053, atom 5 (C): 0.030

=====

Preferred: w; penalty for the next structure: 36.6 kcal/mol.

=====

## w
Molecular formula: C2HBrClFO
Method: DFT, ωB97M-V/def2-TZVPD

```
7
C2HBrClFO (ωB97M-V/def2-TZVPD)
C -0.9190 -0.1048 0.3358
C 0.5503 -0.0367 0.1100
O -1.4593 -1.0324 0.8640
F 0.0735 0.2741 -1.8322
Cl 1.5510 -1.4352 0.4312
Br 1.4382 1.5773 0.2724
H -1.2347 0.7576 -0.1812
```

Calculated values
* frontier orbital gap: 9.10 eV
* LUMO: -2.18 eV

Results of the natural (NBO) charge analysis, in e, for atoms 1 through 5: atom 1 (C): 0.334, atom 2 (C): 0.058, atom 3 (O): -0.432, atom 4 (F): -0.547, atom 5 (Cl): 0.149

=====

## x
Molecular formula: C2HBrClFO
Method: DFT, ωB97M-V/def2-TZVPD

```
7
C2HBrClFO (ωB97M-V/def2-TZVPD)
C 0.3082 -0.1645 0.9346
C 1.1334 0.3507 0.0724
O -0.1706 -0.6519 1.8802
F -2.4327 0.0383 -1.0168
Cl 1.5650 2.0047 -0.1459
Br 1.8851 -0.8735 -1.2216
H -2.2885 -0.7037 -0.5029
```

Calculated values
* frontier orbital gap: 8.52 eV
* LUMO: -0.77 eV

Results of the natural (NBO) charge analysis, in e, for atoms 1 through 5: atom 1 (C): 0.640, atom 2 (C): -0.427, atom 3 (O): -0.412, atom 4 (F): -0.554, atom 5 (Cl): 0.088

=====

Preferred: x; penalty for the next structure: 34.6 kcal/mol.

=====

## w
Molecular formula: C2H2FOP
Method: DFT, ωB97M-V/def2-TZVPD

```
7
C2H2FOP (ωB97M-V/def2-TZVPD)
C -0.0277 -0.4350 -0.7357
C -0.6202 0.0801 0.4868
O 0.3308 -1.6930 -1.2623
F 1.8355 0.9765 0.2659
P 0.4831 1.2366 -0.4215
H -1.6699 0.4469 0.4335
H -0.3316 -0.6121 1.2335
```

Calculated values
* frontier orbital gap: 8.59 eV
* LUMO: -0.86 eV

Results of the natural (NBO) charge analysis, in e, for atoms 1 through 5: atom 1 (C): 0.207, atom 2 (C): -0.832, atom 3 (O): -0.506, atom 4 (F): -0.553, atom 5 (P): 1.120

=====

## x
Molecular formula: C2H2FOP
Method: DFT, ωB97M-V/def2-TZVPD

```
7
C2H2FOP (ωB97M-V/def2-TZVPD)
C 1.6528 -0.4766 0.1304
C -1.1949 0.1626 -0.1887
O -1.4753 -0.9607 0.0556
F -1.1287 1.1861 0.6260
P 2.0268 0.9350 0.6833
H -0.9196 0.5762 -1.3122
H 1.0389 -1.4225 0.0057
```

Calculated values
* frontier orbital gap: 10.45 eV
* LUMO: 0.16 eV

Results of the natural (NBO) charge analysis, in e, for atoms 1 through 5: atom 1 (C): -0.804, atom 2 (C): 0.754, atom 3 (O): -0.538, atom 4 (F): -0.323, atom 5 (P): 0.551

=====

Preferred: x; penalty for the next structure: 2.5 kcal/mol.